P:
{"formula": "C20H30N2O8P2RuS3", "method": "ωB97M-V/def2-TZVPD", "s_squared": 0.755, "homo_ev": [-4.74, -4.66], "lumo_ev": [2.49, 2.15], "multiplicity": 2, "orbital_gap_ev": [7.2, 6.8], "charge": -1, "species": ["Ru", "C", "N", "C", "C", "N", "C", "C", "C", "C", "C", "C", "C", "S", "C", "C", "C", "C", "C", "C", "S", "H", "H", "H", "H", "H", "H", "H", "H", "H", "H", "H", "H", "H", "H", "H", "H", "H", "H", "O", "P", "O", "O", "O", "P", "O", "O", "O", "H", "H", "C", "C", "S", "O", "C", "C", "H", "H", "H", "H", "H", "H", "H", "H", "H", "H"], "positions_angstrom": [[0.248, -0.289, 0.075], [2.262, -1.633, 2.231], [2.064, -0.529, 1.243], [2.151, 0.731, 2.025], [1.612, 1.940, 1.294], [0.155, 1.774, 1.021], [-0.268, 2.845, 0.093], [-0.654, 1.804, 2.239], [-0.924, 3.012, 2.879], [-1.696, 3.049, 4.026], [-2.207, 1.862, 4.542], [-1.934, 0.662, 3.917], [-1.147, 0.609, 2.758], [-0.785, -0.939, 2.040], [3.077, -0.810, 0.215], [4.312, -0.208, 0.171], [5.222, -0.587, -0.816], [4.881, -1.574, -1.720], [3.627, -2.178, -1.668], [2.697, -1.801, -0.712], [1.037, -2.408, -0.620], [3.225, -1.466, 2.722], [2.269, -2.586, 1.712], [1.456, -1.624, 2.959], [3.168, 0.901, 2.393], [1.533, 0.548, 2.906], [2.094, 2.047, 0.324], [1.794, 2.850, 1.880], [0.008, 3.828, 0.487], [-1.342, 2.798, -0.065], [0.247, 2.702, -0.852], [-0.530, 3.933, 2.472], [-1.906, 3.995, 4.508], [-2.824, 1.874, 5.432], [-2.331, -0.264, 4.314], [4.578, 0.568, 0.876], [6.182, -0.094, -0.878], [5.576, -1.856, -2.501], [3.349, -2.931, -2.397], [1.019, -0.638, -3.383], [1.534, 0.770, -2.774], [2.751, 1.241, -3.440], [1.519, 0.721, -1.248], [0.227, 1.664, -3.113], [-1.270, 1.217, -2.654], [-1.684, 0.204, -3.831], [-2.185, 2.363, -2.632], [-1.110, 0.387, -1.381], [1.758, -1.230, -3.562], [-1.005, -0.486, -3.901], [-1.953, -3.239, -2.658], [-2.923, -2.249, -2.032], [-2.403, -1.898, -0.341], [-2.555, -3.196, 0.390], [-3.844, -0.928, 0.182], [-4.396, 0.139, -0.748], [-2.209, -3.404, -3.707], [-1.978, -4.194, -2.135], [-0.931, -2.859, -2.612], [-3.937, -2.653, -1.963], [-2.935, -1.314, -2.585], [-3.541, -0.503, 1.141], [-4.567, -1.723, 0.387], [-3.634, 0.842, -1.076], [-5.163, 0.704, -0.215], [-4.861, -0.294, -1.633]], "lowdin_spin": [0.84, 0.00, 0.00, 0.00, 0.00, 0.00, 0.00, 0.01, 0.00, 0.01, 0.00, 0.00, 0.00, 0.06, 0.00, 0.00, 0.00, 0.00, 0.00, 0.00, -0.01, 0.00, 0.00, 0.00, 0.00, 0.00, 0.00, 0.00, 0.00, 0.00, 0.00, 0.00, 0.00, 0.00, 0.00, 0.00, 0.00, 0.00, 0.00, 0.00, 0.00, 0.00, 0.02, 0.00, 0.00, 0.00, 0.00, 0.02, 0.00, 0.00, 0.00, 0.00, 0.02, 0.01, 0.01, 0.00, 0.00, 0.00, 0.00, 0.00, 0.00, 0.00, 0.00, 0.00, 0.00, 0.00]}



Q:
{"formula": "C20H30N2O8P2RuS3", "method": "ωB97M-V/def2-TZVPD", "s_squared": 0.757, "homo_ev": [-5.02, -5.03], "lumo_ev": [2.28, 1.88], "multiplicity": 2, "orbital_gap_ev": [7.3, 6.9], "charge": -1, "species": ["Ru", "C", "N", "C", "C", "N", "C", "C", "C", "C", "C", "C", "C", "S", "C", "C", "C", "C", "C", "C", "S", "H", "H", "H", "H", "H", "H", "H", "H", "H", "H", "H", "H", "H", "H", "H", "H", "H", "H", "O", "P", "O", "O", "O", "P", "O", "O", "O", "H", "H", "C", "C", "S", "O", "C", "C", "H", "H", "H", "H", "H", "H", "H", "H", "H", "H"], "positions_angstrom": [[-0.187, -0.785, 0.252], [2.443, 1.240, 0.640], [2.076, -0.061, 0.041], [2.126, 0.073, -1.437], [1.434, -1.068, -2.158], [-0.026, -1.015, -1.897], [-0.616, 0.122, -2.654], [-0.749, -2.216, -2.337], [-0.472, -2.794, -3.568], [-1.225, -3.862, -4.030], [-2.276, -4.335, -3.253], [-2.557, -3.754, -2.031], [-1.798, -2.685, -1.541], [-2.150, -1.991, 0.029], [2.990, -1.132, 0.440], [4.362, -0.913, 0.534], [5.227, -1.944, 0.860], [4.724, -3.218, 1.088], [3.365, -3.444, 0.993], [2.484, -2.408, 0.673], [0.765, -2.746, 0.595], [3.413, 1.593, 0.279], [2.460, 1.149, 1.724], [1.686, 1.976, 0.373], [3.169, 0.129, -1.775], [1.656, 1.024, -1.687], [1.804, -2.030, -1.808], [1.638, -0.986, -3.231], [-0.333, 0.034, -3.708], [-0.292, 1.073, -2.248], [-1.699, 0.068, -2.569], [0.338, -2.414, -4.177], [-0.993, -4.317, -4.984], [-2.874, -5.169, -3.599], [-3.365, -4.132, -1.417], [4.769, 0.073, 0.362], [6.288, -1.748, 0.942], [5.391, -4.030, 1.350], [2.955, -4.429, 1.180], [1.288, 0.492, 3.768], [-0.162, 0.702, 3.143], [-1.206, 1.010, 4.159], [-0.440, -0.516, 2.262], [0.043, 1.967, 2.169], [0.289, 3.499, 2.798], [-1.174, 3.792, 3.414], [1.297, 3.309, 3.891], [0.500, 4.402, 1.647], [1.616, 1.416, 3.983], [-1.428, 3.014, 3.953], [-1.646, 3.796, -1.089], [-2.491, 3.268, 0.058], [-2.630, 1.476, -0.052], [-1.167, 1.053, -0.114], [-3.236, 1.136, 1.606], [-4.687, 1.570, 1.749], [-1.668, 4.885, -1.075], [-2.016, 3.451, -2.059], [-0.611, 3.494, -0.950], [-3.515, 3.645, 0.019], [-2.036, 3.512, 1.018], [-2.573, 1.619, 2.323], [-3.129, 0.059, 1.724], [-4.798, 2.652, 1.687], [-5.049, 1.260, 2.729], [-5.323, 1.107, 0.992]], "lowdin_spin": [0.78, 0.00, 0.00, 0.00, 0.00, 0.00, 0.00, 0.00, 0.00, 0.00, 0.00, 0.00, 0.00, -0.01, 0.01, 0.00, 0.02, 0.00, 0.01, 0.01, 0.13, 0.00, 0.00, 0.00, 0.00, 0.00, 0.00, 0.00, 0.00, 0.00, 0.00, 0.00, 0.00, 0.00, 0.00, 0.00, 0.00, 0.00, 0.00, 0.00, 0.00, 0.00, 0.02, 0.00, 0.00, 0.00, 0.00, 0.00, 0.00, 0.00, 0.00, 0.00, 0.00, 0.03, 0.00, 0.00, 0.00, 0.00, 0.00, 0.00, 0.00, 0.00, 0.00, 0.00, 0.00, 0.00]}



Which structure loses on stability? P does.



P:
{"formula": "C6H10O5S", "method": "ωB97M-V/def2-TZVPD", "homo_ev": [-7.76, -7.86], "lumo_ev": [-2.79, -2.79], "orbital_gap_ev": [5.0, 5.1], "charge": 0, "species": ["C", "C", "C", "C", "C", "C", "O", "O", "O", "O", "O", "S", "H", "H", "H", "H", "H", "H", "H", "H", "H", "H"], "positions_angstrom": [[1.470, 0.253, -0.639], [-1.045, 0.520, 0.248], [2.934, 1.974, -0.055], [-3.366, 0.151, 0.388], [0.406, -1.769, -2.438], [0.076, 0.037, -0.775], [2.385, -0.456, -0.988], [-0.857, 1.103, 1.233], [1.723, 1.397, -0.001], [-2.152, 0.128, -0.353], [-0.459, -0.768, -1.725], [-0.089, -1.802, 1.947], [3.658, 1.809, -0.940], [3.452, 1.577, 0.897], [2.793, 3.096, 0.127], [-3.863, -0.754, 0.256], [-3.920, 1.047, 0.068], [-3.089, 0.135, 1.446], [-0.166, -2.698, -2.710], [1.277, -1.939, -1.809], [0.748, -1.242, -3.297], [1.044, -1.771, 1.410]], "nbo_charge": [0.65, 0.77, -0.28, -0.26, -0.27, 0.34, -0.55, -0.53, -0.46, -0.50, -0.40, -0.45, 0.21, 0.20, 0.21, 0.20, 0.19, 0.21, 0.22, 0.24, 0.20, 0.08]}



Q:
{"formula": "C6H10O5S", "method": "ωB97M-V/def2-TZVPD", "homo_ev": -9.20, "lumo_ev": 0.50, "orbital_gap_ev": 9.7, "charge": 0, "species": ["C", "C", "C", "C", "C", "C", "O", "O", "O", "O", "O", "S", "H", "H", "H", "H", "H", "H", "H", "H", "H", "H"], "positions_angstrom": [[-0.628, 1.198, -0.956], [0.580, 0.255, -0.733], [-1.124, 1.782, 0.364], [0.186, -1.289, -0.867], [-0.716, 1.542, 1.617], [1.321, -2.265, -0.954], [1.233, 0.948, 3.074], [-0.634, -1.681, 0.197], [-1.672, 0.629, -1.685], [1.254, 0.514, 0.452], [-1.100, 2.078, 2.772], [0.553, 0.294, 1.932], [-0.175, 2.055, -1.456], [1.317, 0.441, -1.548], [-1.661, 2.661, 0.202], [-0.484, -1.264, -1.760], [0.997, -3.087, -1.411], [1.915, -2.416, -0.003], [2.111, -1.706, -1.613], [-2.383, 0.179, -1.147], [-0.606, -2.642, 0.205], [-0.284, 1.774, 3.317]], "nbo_charge": [0.06, 0.07, -0.32, 0.06, 0.10, -0.64, -0.93, -0.74, -0.72, -0.72, -0.65, 1.49, 0.19, 0.20, 0.22, 0.19, 0.21, 0.23, 0.21, 0.50, 0.47, 0.50]}



Which structure loses on stability? P does.



P:
{"formula": "C7H8N2O3", "method": "ωB97M-V/def2-TZVPD", "homo_ev": -7.53, "lumo_ev": 0.19, "orbital_gap_ev": 7.7, "charge": 0, "species": ["C", "C", "C", "C", "C", "C", "C", "N", "N", "O", "O", "O", "H", "H", "H", "H", "H", "H", "H", "H"], "positions_angstrom": [[-1.577, -0.693, -0.642], [-1.024, -1.686, -1.530], [0.241, -1.694, -0.669], [3.225, -0.959, -2.419], [-0.086, 2.548, 1.843], [-0.978, 1.334, 1.766], [-0.216, 0.228, 1.202], [-1.441, -2.502, -2.463], [-0.555, -0.603, 0.248], [3.013, -1.659, -3.312], [1.342, -2.078, -0.610], [3.365, -0.185, -1.604], [-2.490, -0.131, -0.654], [-0.417, 3.219, 2.745], [0.923, 2.258, 2.047], [0.034, 3.204, 1.017], [-1.359, 0.952, 2.705], [-1.864, 1.612, 1.159], [0.552, -0.104, 1.914], [-0.687, -3.063, -2.746]], "nbo_charge": [-0.18, 0.12, 0.72, 1.03, -0.60, -0.47, 0.02, -0.67, -0.30, -0.52, -0.47, -0.51, 0.22, 0.21, 0.21, 0.22, 0.23, 0.21, 0.19, 0.34]}



Q:
{"formula": "C7H8N2O3", "method": "ωB97M-V/def2-TZVPD", "homo_ev": [-7.80, -7.80], "smiles": "C=C/C=C1/N=CCN1O.O=C=O", "lumo_ev": [0.14, 0.14], "orbital_gap_ev": [7.9, 7.9], "charge": 0, "species": ["C", "C", "C", "C", "C", "C", "C", "N", "N", "O", "O", "O", "H", "H", "H", "H", "H", "H", "H", "H"], "positions_angstrom": [[2.364, 1.241, -0.641], [0.967, -0.465, -0.669], [-2.361, -2.088, -0.851], [-0.125, -1.071, -1.180], [-1.100, -1.851, -0.419], [-1.769, 2.152, 0.926], [2.085, 0.899, 0.799], [1.741, 0.394, -1.374], [1.217, -0.300, 0.709], [-2.387, 2.283, 1.884], [-1.131, 1.986, -0.038], [0.069, -0.305, 1.564], [3.078, 1.935, -1.110], [-3.065, -2.655, -0.289], [-2.553, -1.444, -1.750], [-0.245, -0.998, -2.240], [-0.641, -2.245, 0.526], [2.950, 0.596, 1.441], [1.408, 1.571, 1.552], [-0.502, 0.364, 1.160]], "nbo_charge": [0.08, 0.26, -0.42, -0.28, -0.21, 1.01, -0.32, -0.39, -0.16, -0.48, -0.52, -0.54, 0.22, 0.21, 0.20, 0.22, 0.22, 0.23, 0.22, 0.44]}



Which structure loses on stability? Q does.